This record from the Open Molecules 2025 dataset describes a molecular structure, C41H32N11O3STi. The level of theory is the ωB97M-V functional and the def2-TZVPD basis.

Output
HOMO level (alpha / beta) ... -2.4 / -3.1 eV
Gap between HOMO and LUMO (alpha / beta) ... 4.51 / 5.15 eV
LUMO (alpha / beta) ... 2.10 / 2.08 eV
ΔE to the lowest compared entry with this formula, charge and spin ... 0.724 eV
2S+1 ... 3
Charge ... -1

Last column: Mulliken charge in e.
Atoms and positions in Å:
1 N -0.68252 -0.65652 3.32136  -0.34
2 N -1.57772 0.16787 1.18679  0.63
3 C -3.68598 -1.53017 3.65079  -0.07
4 H 3.45063 0.02880 -1.78134  0.23
5 C -0.26511 1.68443 -2.48142  1.39
6 N -3.14865 0.77021 -0.60127  -0.46
7 H -3.12792 -1.86663 4.51601  0.48
8 C 1.42910 2.82734 -1.33121  -0.58
9 H -4.75765 2.55825 -5.18981  0.39
10 N 0.47877 0.49186 -3.07043  -0.19
11 C -2.58983 1.70747 -2.76579  0.10
12 Ti 0.25349 0.41617 0.19841  -0.53
13 C -0.63035 -3.10179 0.94722  -1.42
14 N -0.88811 1.21679 -1.28521  0.95
15 C -5.02489 -1.78185 3.52147  -0.71
16 C 3.72632 0.81500 4.54903  -0.21
17 H 0.75489 -1.39651 5.80119  0.54
18 H 2.79405 -1.08758 7.20372  0.39
19 C -3.37040 -3.64320 0.59472  -0.85
20 H -0.46512 2.74832 -5.19987  0.50
21 H -2.65276 3.09172 -6.33997  0.38
22 H 4.53515 1.44096 4.19587  0.54
23 C 2.59153 0.62221 3.76456  0.08
24 H -4.73182 1.66148 -2.85685  0.57
25 H -4.15687 -1.62504 -1.15326  0.27
26 H -1.10065 -2.81412 1.88791  0.46
27 H 5.57463 5.94268 -0.34638  0.38
28 C 2.20876 1.12064 2.45757  -0.21
29 H 4.48385 -3.30628 -2.52502  0.32
30 O -0.78152 -1.73359 -0.99568  -0.46
31 C 2.91749 4.80940 -2.13160  0.02
32 C -1.39689 2.50803 -4.70465  -0.54
33 H 3.45012 -4.10382 -1.34456  0.36
34 O 1.72849 -0.70374 -0.49122  0.07
35 C 2.72133 -0.61359 6.23209  -0.66
36 C -3.75547 -0.36170 1.48756  1.00
37 H -2.82742 -4.54715 0.87545  0.38
38 C 4.02328 5.57079 -1.78678  -0.73
39 C 3.78122 0.18604 5.77841  -0.61
40 H -5.69821 -0.25329 0.53268  0.53
41 H 4.79086 -0.99968 -2.34765  0.42
42 C 3.20051 3.57663 -0.06022  0.17
43 C 2.51937 3.81573 -1.25173  0.06
44 H 4.65404 0.31146 6.40776  0.38
45 C -2.24585 1.18610 -1.42307  -0.27
46 H 3.30070 -0.85930 -3.31840  0.19
47 C -3.02654 -0.82231 2.62086  0.66
48 N 0.98908 0.59903 2.12088  0.45
49 O 0.68787 -2.61150 0.99530  -0.24
50 H -3.56596 -3.03662 1.48240  0.18
51 H 4.83742 4.15398 1.21521  0.55
52 H -5.54906 -2.32953 4.29572  0.38
53 H 4.36267 6.35978 -2.44654  0.38
54 C 4.71190 5.33287 -0.58851  -0.57
55 C 1.52796 -3.04407 -0.03645  -1.23
56 C 0.68098 -0.33706 -3.87162  0.43
57 N 1.44588 2.08082 -0.17735  0.71
58 N -2.65032 -2.89125 -0.42132  0.34
59 H -4.32635 -3.94492 0.17299  0.31
60 C -3.42947 -2.34767 -1.52444  -0.88
61 H -2.76064 -1.83796 -2.21133  0.13
62 N 2.91192 2.00650 1.77025  -0.56
63 H -0.63684 -4.19912 0.87601  0.59
64 C -5.14152 -0.61525 1.38888  -0.22
65 C 1.58735 -0.79489 5.45982  -0.25
66 C -3.81727 2.39687 -4.67696  -0.65
67 C -5.75530 -1.32137 2.38609  -0.71
68 H -6.81719 -1.52931 2.32585  0.38
69 C 3.47438 -3.34093 -2.12059  -0.95
70 H 2.37250 4.97341 -3.05169  0.54
71 S 1.06093 -1.51626 -4.90507  -0.44
72 C -2.62183 2.69971 -5.33085  -0.68
73 N 0.68661 2.73692 -2.39130  -0.64
74 C -1.38164 -2.50055 -0.24062  0.57
75 H 2.78309 -3.60192 -2.92597  0.27
76 C 3.70705 -0.88818 -2.30521  -0.97
77 C 2.51695 2.48629 0.60941  -0.56
78 H 2.34401 -3.63962 0.39216  0.54
79 C 1.53616 -0.17583 4.21736  0.18
80 C 4.31276 4.33972 0.28743  -0.24
81 C -2.82140 0.24650 0.62841  -1.09
82 H -3.93916 -3.16559 -2.03813  0.45
83 C 2.13805 -1.84283 -0.74275  0.74
84 C -1.68257 -0.44973 2.41560  -1.87
85 C -3.81628 1.89689 -3.38271  -0.03
86 H 1.00991 -3.65475 -0.78436  0.50
87 C 0.49759 -0.13785 3.18560  -0.16
88 N 3.15823 -2.02983 -1.58186  0.13
89 C -1.40874 2.00654 -3.41780  -0.84



This record from the Open Molecules 2025 dataset describes a molecular structure, C8H20INOV. The level of theory is the ωB97M-V functional and the def2-TZVPD basis.

Output
HOMO level (alpha / beta) ... -15.1 / -15.1 eV
Gap between HOMO and LUMO (alpha / beta) ... 5.51 / 6.07 eV
LUMO (alpha / beta) ... -9.61 / -9.04 eV
2S+1 ... 4
Charge ... +2

Last column: natural (NBO) charge in e.
Atoms and positions in Å:
1 H 0.34968 -0.81426 2.30143  0.23
2 C 1.94134 -0.22315 0.59240  -0.42
3 V -6.69522 -4.41977 2.39290  1.49
4 C 2.13042 1.15591 -3.39132  -0.26
5 H 2.29234 0.67500 0.08423  0.25
6 H -2.42877 -0.74460 0.63696  0.22
7 N 0.39705 -0.22109 0.34442  -0.21
8 I -4.90638 -2.39303 3.62832  -0.48
9 H 1.98387 0.65161 -4.34646  0.19
10 C -0.27256 -1.05523 1.43955  -0.21
11 C 0.48805 0.05286 -2.22991  -0.11
12 O 1.86847 0.40937 -2.23827  -0.54
13 H 2.44859 -1.09639 0.18221  0.24
14 H -1.06093 1.31374 -0.02151  0.22
15 H 0.55449 2.89058 1.47204  0.25
16 H -0.92219 2.25168 2.07847  0.24
17 H -2.46569 -1.78056 2.01661  0.25
18 C -1.91167 -0.95299 1.57359  -0.65
19 H 0.70957 -1.79718 -1.16530  0.24
20 H 0.66566 1.40671 2.37412  0.22
21 H 1.53138 2.06607 -3.36236  0.17
22 H -0.87817 -1.19626 -1.08661  0.23
23 H 0.64540 1.70370 -0.38333  0.23
24 C 0.04007 1.94924 1.66531  -0.66
25 H -2.20912 -0.10921 2.19623  0.23
26 C -0.03416 1.25144 0.33900  -0.22
27 H 2.24020 -0.11372 1.63490  0.23
28 H 0.19429 -0.35374 -3.19763  0.22
29 H -0.09152 0.97496 -2.18595  0.18
30 H 3.18695 1.42182 -3.35732  0.22
31 C 0.15824 -0.85904 -1.10177  -0.21
32 H 0.05031 -2.04445 1.11503  0.22



This record from the Open Molecules 2025 dataset describes C6H6O4S in the gas phase. The level of theory is the ωB97M-V functional and the def2-TZVPD basis.

Output
HOMO level ... -9.9 eV
Structure (SMILES) ... O=C1CCC2=C1S(=O)(=O)CO2
Gap between HOMO and LUMO ... 10.33 eV
LUMO ... 0.43 eV
ΔE to the lowest compared entry with this formula, charge and spin ... 2.938 eV

Last column: natural (NBO) charge in e.
Atoms and positions in Å:
1 H -1.98848 2.20213 0.88729  0.22
2 C 0.33387 0.45264 0.06772  0.37
3 C 0.48762 -1.98136 0.20330  0.68
4 H -1.92912 2.58559 -0.83892  0.22
5 C -0.55975 -0.53528 0.05411  -0.56
6 H 2.47065 -1.68628 0.81772  0.25
7 O -2.74536 0.04180 1.18944  -0.95
8 O 0.21059 -3.15005 0.15364  -0.48
9 O -2.93908 -0.10199 -1.26351  -0.90
10 O -0.06838 1.79221 -0.06817  -0.49
11 H 2.23727 0.75315 0.67608  0.24
12 C -1.51359 1.89492 -0.03298  -0.32
13 S -2.17349 0.14917 -0.10077  2.18
14 C 1.79091 0.09864 0.02021  -0.44
15 H 2.32837 -1.68301 -0.81331  0.26
16 H 2.19695 0.55195 -1.02895  0.23
17 C 1.86105 -1.38421 0.07713  -0.53



This record from the Open Molecules 2025 dataset describes C4H7NO in the gas phase. The level of theory is the ωB97M-V functional and the def2-TZVPD basis.

Output
HOMO level ... -9.5 eV
Structure (SMILES) ... C/N=C/C(C)=O
Gap between HOMO and LUMO ... 9.64 eV
LUMO ... 0.10 eV
ΔE to the lowest compared entry with this formula, charge and spin ... 2.004 eV

Last column: natural (NBO) charge in e.
Atoms and positions in Å:
1 H 0.44995 -1.57954 -0.45117  0.25
2 H 2.44495 1.29262 0.71944  0.21
3 H -0.97724 1.36926 0.85306  0.17
4 C 1.47398 1.56066 0.40482  -0.44
5 O -2.55897 -0.68956 0.17546  -0.51
6 C -1.36223 -0.67024 -0.01655  0.53
7 H 0.98532 1.97545 1.24601  0.18
8 H 1.63774 2.27038 -0.35602  0.21
9 C -0.51390 0.49752 0.34138  0.01
10 C -0.58294 -1.81983 -0.73989  -0.74
11 H -0.91873 -1.75154 -1.80055  0.24
12 N 0.69597 0.44707 -0.00003  -0.35
13 H -0.77389 -2.90226 -0.37595  0.23



This record from the Open Molecules 2025 dataset describes 2 unconnected molecules or ions with the total composition C8H8N4O4. The level of theory is the ωB97M-V functional and the def2-TZVPD basis.

Output
HOMO level ... -9.2 eV
Structure (SMILES) ... O=c1cc[nH]c(=O)[nH]1.O=c1cc[nH]c(=O)[nH]1
Gap between HOMO and LUMO ... 8.99 eV
LUMO ... -0.21 eV
ΔE to the lowest compared entry with this formula, charge and spin ... 4.789 eV

Last column: natural (NBO) charge in e.
Atoms and positions in Å:
1 O -0.79888 -1.04355 2.22285  -0.55
2 C -1.92498 -1.59870 0.13446  -0.38
3 H -1.78876 -2.62866 0.16586  0.25
4 H -1.68264 1.32963 1.87170  0.46
5 O 4.41303 0.55657 0.19524  -0.62
6 H 2.74317 2.49752 -0.12177  0.44
7 C 0.87787 1.29280 -0.38609  0.09
8 C 1.24031 -1.12237 -0.50638  0.66
9 C -2.31789 1.22091 -0.06036  0.79
10 O -2.73946 2.34198 -0.03902  -0.58
11 H -3.07622 -1.70980 -1.82657  0.24
12 N 2.30905 1.53509 -0.15287  -0.62
13 O 0.74663 -2.18784 -0.78675  -0.58
14 H 0.28351 2.22564 -0.44364  0.22
15 C -1.29813 -0.70503 1.14555  0.65
16 N -2.49120 0.25904 -1.16179  -0.67
17 C -2.53501 -1.10338 -0.98840  0.05
18 N 2.62466 -0.81130 -0.09989  -0.66
19 N -1.56781 0.67063 0.92922  -0.69
20 H -0.77166 -0.10310 -0.57687  0.25
21 H -3.39629 0.37944 -1.77252  0.43
22 H 3.27315 -1.61839 -0.02580  0.44
23 C 3.20094 0.47612 -0.08453  0.78
24 C 0.31060 -0.00768 -0.35619  -0.40



This record from the Open Molecules 2025 dataset describes a molecular structure, C4H6BeO. The level of theory is the ωB97M-V functional and the def2-TZVPD basis.

Output
HOMO level ... -20.8 eV
Gap between HOMO and LUMO ... 8.63 eV
LUMO ... -12.17 eV
ΔE to the lowest compared entry with this formula, charge and spin ... 0.000 eV
Charge ... +2

Last column: natural (NBO) charge in e.
Atoms and positions in Å:
1 H -2.51068 1.82523 -0.65540  0.37
2 H -0.64850 -1.06084 1.54837  0.33
3 H 1.23398 -1.82880 0.31826  0.24
4 O 1.39784 0.16183 -0.19428  -1.17
5 C 0.71951 -1.02826 -0.23996  -0.07
6 C -1.23500 0.46891 0.24815  0.52
7 H -1.47680 -1.34361 -0.02348  0.39
8 C -0.62251 -0.77400 0.48636  -0.62
9 C -1.71082 1.63833 0.07151  -0.46
10 H 0.50425 -1.37762 -1.26409  0.25
11 Be 1.85726 0.91382 0.69001  1.86
12 H -1.27623 2.48175 0.62500  0.34